{
  "formula": "C43H91N8O12",
  "method": "ωB97M-V/def2-TZVPD",
  "elements": ["C", "C", "C", "C", "C", "C", "N", "O", "C", "C", "C", "H", "H", "H", "H", "H", "H", "H", "H", "H", "H", "H", "H", "H", "H", "H", "H", "H", "H", "O", "C", "N", "C", "H", "H", "H", "H", "H", "O", "C", "N", "C", "H", "H", "H", "H", "H", "O", "C", "N", "C", "H", "H", "H", "H", "H", "O", "C", "N", "C", "H", "H", "H", "H", "H", "O", "C", "N", "C", "H", "H", "H", "H", "H", "C", "C", "N", "C", "C", "C", "C", "H", "H", "H", "H", "H", "H", "H", "H", "H", "H", "H", "H", "H", "H", "H", "C", "C", "N", "C", "C", "C", "C", "H", "H", "H", "H", "H", "H", "H", "H", "H", "H", "H", "H", "H", "H", "H", "O", "C", "O", "C", "C", "C", "H", "H", "H", "H", "H", "H", "O", "C", "O", "C", "C", "C", "H", "H", "H", "H", "H", "H", "O", "C", "O", "C", "C", "C", "H", "H", "H", "H", "H", "H"],
  "positions_angstrom": [[-1.51, -8.28, -19.93], [-2.17, -9.61, -19.48], [-3.65, -9.74, -19.88], [-3.93, -10.29, -21.32], [-3.11, -11.56, -21.56], [-1.61, -11.39, -21.36], [-1.36, -10.82, -20.02], [-0.02, -10.94, -19.66], [-1.06, -10.43, -22.48], [-0.79, -12.75, -21.54], [-2.05, -9.57, -17.93], [-2.05, -7.94, -20.82], [-0.45, -8.43, -20.12], [-1.58, -7.42, -19.26], [-4.07, -8.74, -19.79], [-4.10, -10.39, -19.14], [-3.68, -9.52, -22.05], [-4.97, -10.53, -21.53], [-3.39, -11.95, -22.54], [-3.37, -12.27, -20.78], [-1.38, -10.64, -23.50], [0.02, -10.35, -22.60], [-1.44, -9.41, -22.50], [-1.12, -13.30, -22.41], [-0.98, -13.50, -20.77], [0.28, -12.73, -21.74], [-2.08, -10.52, -17.39], [-2.66, -8.80, -17.47], [-1.02, -9.29, -17.69], [2.50, -19.96, -19.98], [2.75, -21.17, -20.11], [2.45, -21.81, -21.20], [3.51, -21.92, -18.96], [2.68, -22.79, -21.33], [2.20, -21.27, -22.02], [2.78, -22.51, -18.42], [3.96, -21.08, -18.42], [4.31, -22.52, -19.40], [6.92, -18.29, -25.64], [6.77, -18.50, -24.42], [6.57, -17.44, -23.65], [7.30, -19.81, -23.72], [6.31, -16.64, -24.21], [6.07, -17.49, -22.77], [8.35, -19.95, -23.97], [6.73, -20.65, -24.10], [7.17, -19.76, -22.64], [8.85, -7.89, -22.70], [8.27, -7.03, -23.43], [8.97, -5.95, -23.71], [6.86, -7.10, -23.80], [9.94, -5.83, -23.45], [8.56, -5.21, -24.26], [6.22, -6.31, -23.39], [6.56, -8.05, -23.36], [6.81, -7.24, -24.88], [-4.41, -4.68, -25.54], [-4.84, -4.20, -26.58], [-5.83, -4.82, -27.22], [-4.36, -2.92, -27.16], [-6.24, -4.46, -28.07], [-5.98, -5.73, -26.80], [-4.58, -2.77, -28.22], [-3.28, -2.89, -27.03], [-4.88, -2.06, -26.76], [-11.26, -14.70, -19.48], [-11.39, -15.42, -20.48], [-12.35, -16.33, -20.54], [-10.32, -15.35, -21.51], [-12.99, -16.29, -19.76], [-12.48, -16.99, -21.29], [-10.37, -16.19, -22.21], [-9.30, -15.40, -21.13], [-10.25, -14.34, -21.91], [-0.83, 0.10, -16.84], [-0.26, -1.02, -16.01], [-1.18, -1.62, -15.03], [-1.91, -0.59, -14.20], [-1.01, 0.12, -13.15], [-0.55, -2.62, -14.13], [-1.60, -3.33, -13.19], [-1.48, -0.43, -17.55], [0.05, 0.44, -17.39], [-1.33, 1.00, -16.48], [0.22, -1.89, -16.47], [0.64, -0.71, -15.47], [-2.73, -1.17, -13.78], [-2.50, 0.09, -14.82], [-0.66, -0.47, -12.30], [-1.66, 0.88, -12.71], [-0.20, 0.66, -13.63], [-0.14, -3.42, -14.75], [0.38, -2.30, -13.64], [-2.59, -3.41, -13.65], [-1.25, -4.35, -13.01], [-1.57, -3.04, -12.14], [-5.28, -8.15, -7.25], [-4.21, -9.21, -7.49], [-4.17, -9.65, -8.92], [-3.00, -10.48, -9.24], [-2.70, -11.73, -8.44], [-5.42, -10.20, -9.41], [-5.54, -9.79, -10.91], [-6.22, -8.53, -7.66], [-4.97, -7.23, -7.75], [-5.37, -7.98, -6.18], [-3.17, -9.01, -7.24], [-4.51, -10.08, -6.90], [-2.95, -10.81, -10.28], [-2.20, -9.74, -9.22], [-2.68, -11.48, -7.38], [-3.50, -12.47, -8.51], [-1.75, -12.21, -8.70], [-6.32, -9.81, -8.94], [-5.23, -11.26, -9.22], [-5.53, -8.70, -10.94], [-6.52, -10.12, -11.26], [-4.80, -10.29, -11.52], [-0.56, -15.64, -15.49], [-0.28, -16.83, -15.10], [-1.21, -17.72, -15.30], [-1.00, -18.93, -14.57], [0.34, -18.70, -13.79], [0.87, -17.35, -14.31], [-0.66, -19.69, -15.28], [-1.88, -19.24, -14.01], [1.09, -19.44, -14.06], [-0.01, -18.69, -12.76], [1.41, -17.62, -15.22], [1.19, -16.57, -13.62], [4.21, -12.77, -26.82], [3.80, -12.94, -27.94], [2.61, -13.48, -28.04], [2.46, -14.19, -29.22], [3.62, -13.93, -30.09], [4.56, -13.11, -29.22], [1.50, -13.97, -29.69], [2.46, -15.22, -28.84], [3.35, -13.23, -30.88], [3.94, -14.83, -30.62], [4.77, -12.11, -29.60], [5.56, -13.48, -28.98], [5.30, -6.64, -15.95], [6.19, -6.26, -15.20], [6.09, -6.47, -13.85], [6.65, -5.39, -13.11], [7.36, -4.53, -14.14], [7.39, -5.39, -15.49], [7.34, -5.82, -12.39], [5.91, -4.74, -12.65], [8.29, -4.19, -13.67], [6.78, -3.63, -14.32], [8.23, -6.05, -15.69], [7.34, -4.84, -16.43]],
  "lowdin_charge": [0.0003, -0.4015, -0.1052, -0.1455, -0.1358, -0.4233, 0.1426, 0.1748, 0.0048, -0.0052, -0.0208, 0.0866, 0.0978, 0.1072, 0.1349, 0.1265, 0.1086, 0.1242, 0.1390, 0.1323, 0.1084, 0.1023, 0.0739, 0.0940, 0.0939, 0.0911, 0.0983, 0.1089, 0.0867, -0.0104, -0.6084, 0.1584, 0.0020, 0.1146, 0.1219, 0.0767, 0.0756, 0.0694, -0.0093, -0.5629, 0.1419, -0.0020, 0.1128, 0.1066, 0.0811, 0.0702, 0.0615, -0.0156, -0.6119, 0.1510, -0.0171, 0.1207, 0.1080, 0.0892, 0.0865, 0.0892, 0.0180, -0.6382, 0.1539, -0.0147, 0.1108, 0.1151, 0.0741, 0.0902, 0.0908, 0.0005, -0.6195, 0.1652, -0.0220, 0.1207, 0.1120, 0.0733, 0.0825, 0.0873, -0.0864, -0.2833, -0.1953, -0.2313, -0.0722, -0.2467, -0.0833, 0.0751, 0.0717, 0.0736, 0.1117, 0.0945, 0.0899, 0.0972, 0.0642, 0.0655, 0.0665, 0.0960, 0.1022, 0.0719, 0.0551, 0.0630, -0.0792, -0.2442, -0.2149, -0.2672, -0.0936, -0.2490, -0.0750, 0.0535, 0.0757, 0.0735, 0.1143, 0.1020, 0.1018, 0.1113, 0.0607, 0.0658, 0.0753, 0.0948, 0.1038, 0.0734, 0.0605, 0.0569, 0.0184, -0.4850, 0.0351, -0.1228, -0.1320, -0.0611, 0.1179, 0.1293, 0.1097, 0.1122, 0.1399, 0.1384, 0.1111, -0.5103, 0.0436, -0.2003, -0.1482, -0.0611, 0.1319, 0.1352, 0.1146, 0.1258, 0.1254, 0.1322, 0.0968, -0.4562, 0.0051, -0.1776, -0.1349, -0.0431, 0.1258, 0.1252, 0.1106, 0.1097, 0.1209, 0.1176],
  "total_charge": 1,
  "energy_ha": -3033.45495,
  "homo_ha": -0.3292,
  "gap_ev": 2.1,
  "de_lowest_ev": 1.9748
}